No. 1
{
  "formula": "C23H9AuF5N4S5SbSe4",
  "method": "wB97M-V/def2-TZVPD",
  "spin_multiplicity": 3,
  "total_charge": -2,
  "e_tot_ev": -369337.3075,
  "homo_energy_ha": [-0.090, -0.118],
  "lumo_energy_ev": [3.5, 1.4],
  "symbols": ["Au", "F", "C", "C", "F", "C", "C", "C", "F", "C", "C", "C", "N", "C", "N", "F", "C", "C", "N", "C", "N", "C", "S", "C", "C", "S", "S", "C", "S", "S", "H", "H", "H", "F", "C", "C", "C", "C", "C", "C", "C", "H", "H", "H", "H", "H", "H", "Se", "Sb", "Se", "Se", "Se"],
  "coordinates": [[-0.4869, 0.3725, 0.6915], [3.3835, -1.7164, -4.9433], [3.5390, -0.5093, -4.3972], [4.6329, 0.2187, -4.7581], [5.4843, -0.3199, -5.6332], [4.8791, 1.5275, -4.2768], [3.8775, 2.0305, -3.4061], [2.8004, 1.2893, -3.0202], [1.9208, 1.8329, -2.1869], [2.5659, -0.0253, -3.4922], [1.4413, -0.7879, -3.0880], [0.4903, -0.3316, -2.1697], [-0.3457, -0.0416, -1.4237], [1.1844, -2.1198, -3.5081], [0.9074, -3.2016, -3.7983], [3.9918, 3.2692, -2.9411], [6.0296, 2.2679, -4.6324], [7.1101, 1.7315, -5.3752], [8.0413, 1.3651, -5.9499], [6.2393, 3.6274, -4.2896], [6.4841, 4.7367, -4.0892], [-5.8843, 0.2382, 1.3791], [-4.6641, 0.4060, 2.7153], [-4.0319, 2.0071, 2.3769], [-3.2498, 2.3399, 1.3207], [-2.7068, 1.2995, 0.0633], [-2.8679, 4.0608, 1.2199], [-3.7644, 4.5995, 2.6008], [-3.8960, 6.1679, 3.0649], [-4.5234, 3.2985, 3.4533], [-6.3770, -0.7205, 1.5351], [-5.3681, 0.2497, 0.4221], [-6.6047, 1.0502, 1.4478], [0.8348, -2.4607, 6.6011], [0.3480, -2.2600, 5.3610], [-0.7068, -1.4704, 5.1711], [-1.2420, -1.2918, 3.8068], [-0.8308, -2.3359, 2.8161], [-1.5552, -2.5541, 1.7114], [0.3956, -3.0624, 3.0944], [0.9770, -3.0099, 4.3005], [-1.1656, -0.9331, 5.9895], [-2.3180, -1.1469, 3.8028], [-2.4898, -2.0331, 1.5378], [-1.2420, -3.2727, 0.9637], [0.8106, -3.6725, 2.3043], [1.9021, -3.5217, 4.5240], [1.8719, -0.3770, 0.9374], [1.9527, 1.0012, 3.0761], [-0.7583, 0.6482, 3.1938], [2.2622, 3.3468, 2.6786], [3.0723, -0.0757, 4.9181]],
  "mulliken_spin": [0.2951, 0.0005, 0.0004, 0.0489, 0.0040, -0.0121, 0.0341, -0.0038, -0.0040, 0.0678, 0.2156, 0.0193, 0.1072, -0.0182, 0.0765, 0.0042, 0.3453, -0.0334, 0.1275, -0.0319, 0.1283, 0.0030, -0.0011, 0.0398, -0.0199, 0.1089, 0.0022, -0.0009, -0.0022, 0.0058, 0.0004, 0.0003, -0.0004, 0.0011, 0.0134, -0.0086, 0.0108, -0.0015, -0.0009, 0.0080, -0.0041, 0.0077, -0.0112, -0.0007, 0.0010, -0.0013, 0.0000, 0.2367, 0.0047, 0.2457, -0.0054, -0.0028]
}

No. 2
{
  "formula": "C24H13BrCl68NO6PS",
  "method": "wB97M-V/def2-TZVPD",
  "e_tot_ev": -980558.4468,
  "homo_energy_ha": -0.333,
  "lumo_energy_ev": -0.3,
  "symbols": ["N", "P", "C", "C", "C", "C", "O", "O", "S", "O", "O", "O", "C", "C", "C", "O", "Br", "H", "H", "H", "H", "H", "H", "H", "H", "H", "H", "H", "H", "H", "C", "Cl", "Cl", "Cl", "Cl", "C", "Cl", "Cl", "Cl", "Cl", "C", "Cl", "Cl", "Cl", "Cl", "C", "Cl", "Cl", "Cl", "Cl", "C", "Cl", "Cl", "Cl", "Cl", "C", "Cl", "Cl", "Cl", "Cl", "C", "Cl", "Cl", "Cl", "Cl", "C", "Cl", "Cl", "Cl", "Cl", "C", "Cl", "Cl", "Cl", "Cl", "C", "Cl", "Cl", "Cl", "Cl", "C", "Cl", "Cl", "Cl", "Cl", "C", "Cl", "Cl", "Cl", "Cl", "C", "Cl", "Cl", "Cl", "Cl", "C", "Cl", "Cl", "Cl", "Cl", "C", "Cl", "Cl", "Cl", "Cl", "C", "Cl", "Cl", "Cl", "Cl", "C", "Cl", "Cl", "Cl", "Cl"],
  "coordinates": [[1.3708, 5.1857, 2.2077], [0.0099, 5.2309, 1.4452], [-0.8972, 3.5844, 1.2941], [-0.4404, 2.7767, 0.0996], [1.0741, 2.7192, -0.1575], [1.7339, 1.4080, 0.2561], [1.0739, 0.8443, 1.3710], [-0.6110, 2.8879, 2.5222], [-1.6058, 3.2653, 3.6912], [-2.1483, 2.1060, 4.2948], [-0.9904, 4.2464, 4.5104], [-2.7319, 3.9584, 2.7613], [-2.4146, 3.8467, 1.3817], [-3.4096, 3.0247, 0.5741], [-3.2424, 1.5396, 0.6618], [-2.6286, 0.9409, 1.4767], [-4.1803, 0.5914, -0.7650], [2.1474, 5.4383, 1.6086], [-0.9608, 6.0456, 2.0524], [0.1046, 5.6152, 0.0916], [-0.9438, 3.1944, -0.7730], [-0.7923, 1.7584, 0.1976], [1.2107, 2.8043, -1.2323], [1.5967, 3.5589, 0.2845], [1.7228, 0.7062, -0.5822], [2.7833, 1.6066, 0.4839], [1.7011, 0.3169, 1.8767], [-2.5463, 4.8513, 0.9609], [-3.4661, 3.3587, -0.4537], [-4.4000, 3.2063, 0.9908], [2.6680, 3.2594, 5.7405], [4.2623, 2.5465, 6.0542], [1.5638, 2.8174, 7.0435], [2.8145, 5.0125, 5.6561], [2.0468, 2.6512, 4.2117], [-5.5288, -3.4702, -1.2940], [-3.8760, -3.8563, -1.7980], [-6.5765, -4.8525, -1.5976], [-5.5319, -3.0939, 0.4288], [-6.1590, -2.0937, -2.2035], [-10.3502, -3.4127, -2.3139], [-9.9568, -4.9177, -3.1488], [-12.0853, -3.1143, -2.4294], [-9.8878, -3.5366, -0.6150], [-9.4704, -2.0750, -3.0624], [5.0768, 5.8503, -0.1293], [6.3865, 5.5119, 0.9978], [3.9418, 6.9901, 0.6033], [5.7313, 6.5387, -1.6158], [4.2221, 4.3458, -0.5066], [-10.4680, -8.5996, -2.1826], [-8.8376, -8.0179, -1.8455], [-10.5818, -10.3087, -1.7612], [-11.6366, -7.6747, -1.2364], [-10.8107, -8.3919, -3.9041], [-5.1740, -2.3144, 4.7072], [-6.2567, -3.1452, 3.5783], [-6.1365, -1.4127, 5.8806], [-4.1864, -3.5106, 5.5489], [-4.1348, -1.2127, 3.8145], [0.8699, -3.7389, -2.2555], [-0.8965, -3.8153, -2.1880], [1.3918, -2.5656, -3.4666], [1.4950, -3.2587, -0.6758], [1.4995, -5.3318, -2.6804], [5.1825, -0.7568, 1.6843], [5.6691, 0.4177, 0.4631], [4.3077, -2.0929, 0.9249], [6.6031, -1.3692, 2.5245], [4.1101, 0.0554, 2.8292], [8.6591, 1.7918, -2.3037], [9.0977, 0.4958, -1.1961], [8.4508, 1.1497, -3.9340], [7.1412, 2.5243, -1.7637], [9.9256, 3.0207, -2.3036], [3.0331, 0.9344, -4.7740], [2.8133, -0.5601, -5.6833], [3.7161, 2.1743, -5.8238], [1.4722, 1.4774, -4.1468], [4.1370, 0.6242, -3.4306], [9.3429, 2.0662, 3.1369], [10.6989, 3.1930, 3.2114], [9.9299, 0.4189, 3.4020], [8.1610, 2.4759, 4.3831], [8.5862, 2.1650, 1.5481], [8.2761, -4.0064, -3.7220], [7.0509, -4.4534, -4.9150], [9.0432, -5.4692, -3.0988], [9.5008, -2.9926, -4.4913], [7.5173, -3.1075, -2.4073], [-5.2574, -9.1007, -3.8899], [-5.6595, -7.7981, -2.7688], [-4.5633, -10.4549, -2.9965], [-6.7244, -9.6304, -4.7185], [-4.0887, -8.5123, -5.0736], [6.0718, -6.5082, -0.0543], [7.6571, -6.9535, 0.5866], [5.6217, -4.9118, 0.5517], [6.1395, -6.4807, -1.8150], [4.8676, -7.6910, 0.4687], [-14.1129, -1.5896, 0.5695], [-15.1275, -2.3905, -0.6365], [-15.1426, -0.8016, 1.7669], [-13.0934, -2.7890, 1.3649], [-13.0977, -0.3801, -0.2188], [12.3993, 7.2838, 2.9030], [13.7207, 8.4505, 2.9682], [13.0355, 5.6598, 3.1824], [11.2081, 7.6668, 4.1462], [11.6331, 7.3451, 1.3140], [-6.2972, 4.1977, -2.4538], [-4.6589, 3.9633, -3.0823], [-7.2195, 2.7110, -2.6500], [-6.2036, 4.6080, -0.7350], [-7.0806, 5.5098, -3.3285]],
  "mulliken_charge": [-0.3553, 0.1679, 1.2082, -1.5022, 0.1558, -0.1099, -0.3750, 0.0783, 1.0572, -0.5836, -0.5808, -0.5096, -0.1431, -0.8331, 0.2477, -0.3721, -0.1990, -0.0530, 0.0931, 0.0934, 0.5829, 0.4185, 0.2017, -0.4188, 0.3092, 0.1013, 0.1566, 0.5469, 0.2134, 0.5545, 0.1966, -0.1078, -0.1163, -0.1030, 0.0612, 0.0718, -0.0025, 0.0521, 0.0085, -0.0612, 0.2100, -0.0089, -0.0605, -0.0574, -0.0780, 0.2437, -0.0530, -0.1239, -0.1039, 0.0066, 0.2285, 0.0418, -0.1093, -0.0571, -0.0971, 0.2663, -0.0920, -0.1075, -0.1024, 0.0239, 0.1560, -0.0194, -0.0184, -0.0304, -0.1063, -0.0316, 0.1806, 0.0711, -0.0970, -0.0684, 0.1618, -0.0652, -0.0834, 0.0095, -0.0864, 0.1904, -0.0950, -0.1033, -0.0507, 0.0486, 0.1113, -0.0241, -0.1136, -0.0578, 0.0959, 0.2041, -0.0856, -0.0817, -0.1071, 0.0837, 0.2915, -0.0357, -0.1022, -0.0915, -0.1015, 0.2541, -0.1059, -0.0156, -0.0606, -0.1014, 0.3177, -0.0921, -0.1082, -0.0638, -0.0697, 0.3651, -0.1043, -0.0877, -0.0951, -0.0841, 0.3228, -0.0975, -0.0575, -0.0855, -0.0991]
}

No. 3
{
  "formula": "C24H13ClN3O7PdS",
  "method": "wB97M-V/def2-TZVPD",
  "spin_multiplicity": 3,
  "total_charge": -1,
  "e_tot_ev": -70740.8824,
  "homo_energy_ha": [-0.154, -0.152],
  "lumo_energy_ev": [1.5, 1.5],
  "relative_energy_kj_mol": 0.0,
  "symbols": ["Pd", "N", "C", "C", "C", "C", "C", "C", "S", "N", "C", "C", "C", "C", "C", "C", "N", "H", "H", "H", "H", "H", "H", "H", "H", "H", "O", "C", "C", "O", "C", "C", "O", "C", "O", "O", "Cl", "C", "C", "C", "C", "C", "C", "C", "O", "O", "H", "H", "H", "H"],
  "coordinates": [[-1.2305, 0.9806, -0.9235], [2.6214, 1.4205, 0.9383], [3.7045, 1.1350, 0.0813], [4.9689, 0.9303, 0.6038], [6.0358, 0.6504, -0.2424], [5.8270, 0.5394, -1.6054], [4.5491, 0.7170, -2.1247], [3.4921, 1.0419, -1.2925], [1.8907, 1.4023, -1.9490], [0.9174, 1.0167, -0.6140], [1.3289, 1.1572, 0.5831], [0.3026, 1.0354, 1.6677], [0.6231, 0.8306, 2.9940], [-0.4121, 0.7428, 3.9189], [-1.7151, 0.8657, 3.4838], [-1.9492, 1.0584, 2.1280], [-0.9607, 1.1430, 1.2550], [2.8324, 1.5173, 1.9150], [5.1231, 0.9965, 1.6748], [7.0243, 0.5086, 0.1734], [6.6498, 0.3085, -2.2684], [4.3719, 0.6182, -3.1884], [1.6453, 0.7014, 3.3222], [-0.1919, 0.5706, 4.9640], [-2.5486, 0.8000, 4.1683], [-2.9491, 1.1415, 1.7185], [-5.5397, 5.3998, -0.4523], [-4.7004, 4.5564, -0.6567], [-3.2009, 4.7845, -0.7517], [-2.6393, 5.8626, -0.7097], [-2.6112, 3.4516, -0.8955], [-3.6179, 2.4644, -0.9606], [-3.3526, 1.2112, -1.0892], [-4.9461, 3.0660, -0.8315], [-6.0336, 2.5216, -0.8425], [-1.3601, 3.1718, -0.9524], [-1.2859, -7.8355, -1.6236], [-1.1465, -6.1227, -1.2942], [-0.5457, -5.7087, -0.1175], [-0.4404, -4.3493, 0.1347], [-0.9214, -3.4169, -0.7755], [-1.5217, -3.8586, -1.9478], [-1.6404, -5.2148, -2.2146], [-0.7878, -1.9331, -0.4756], [-0.3434, -1.5994, 0.6305], [-1.1527, -1.1651, -1.4200], [-0.1717, -6.4418, 0.5843], [0.0146, -3.9845, 1.0459], [-1.8963, -3.1207, -2.6441], [-2.1102, -5.5682, -3.1223]],
  "mulliken_spin": [1.4135, -0.0003, 0.0034, -0.0013, 0.0019, -0.0013, 0.0027, 0.0010, 0.0067, 0.0667, -0.0107, 0.0088, 0.0005, -0.0036, 0.0040, -0.0045, 0.1083, 0.0007, -0.0001, 0.0001, -0.0001, 0.0002, 0.0001, -0.0004, 0.0001, 0.0033, 0.0067, 0.0037, 0.0098, 0.0069, -0.0045, 0.0026, 0.1199, 0.0069, 0.0024, 0.1415, 0.0000, -0.0004, 0.0004, -0.0010, 0.0047, 0.0025, -0.0002, 0.0103, 0.0054, 0.0861, 0.0000, -0.0004, -0.0031, 0.0000]
}

No. 4
{
  "formula": "C24H13N11O4S2Zr",
  "method": "wB97M-V/def2-TZVPD",
  "e_tot_ev": -72634.5409,
  "homo_energy_ha": -0.326,
  "lumo_energy_ev": -1.6,
  "relative_energy_kj_mol": 35.5,
  "symbols": ["Zr", "O", "C", "O", "C", "O", "O", "S", "C", "C", "C", "C", "C", "C", "N", "C", "C", "C", "C", "C", "C", "C", "C", "N", "C", "C", "C", "C", "C", "S", "C", "H", "H", "H", "H", "H", "H", "H", "H", "H", "H", "H", "H", "N", "C", "N", "N", "N", "N", "C", "N", "N", "N", "N", "H"],
  "coordinates": [[0.3181, -0.8326, -0.1855], [2.6178, 1.6334, 2.1150], [2.1684, 0.7759, 1.4252], [1.0356, 0.8298, 0.7163], [2.8956, -0.5960, 1.1773], [4.0343, -0.7832, 1.4767], [2.1190, -1.4454, 0.4942], [6.0172, 0.5392, -4.5711], [7.4718, 0.3119, -3.7075], [7.2417, -0.0279, -2.4104], [5.8557, -0.1178, -2.1122], [5.0670, 0.1556, -3.1965], [3.5962, 0.1505, -3.2541], [2.8650, 0.0293, -2.0578], [1.5488, 0.0270, -2.0039], [0.8563, 0.1486, -3.1596], [1.4741, 0.2395, -4.4017], [0.6691, 0.3071, -5.5920], [-0.6755, 0.2890, -5.5168], [-1.3373, 0.2125, -4.2410], [-2.7326, 0.2085, -4.1042], [-3.3206, 0.1382, -2.8601], [-2.4613, 0.0406, -1.7506], [-1.1454, 0.0446, -1.8512], [-0.5769, 0.1481, -3.0762], [-4.7819, 0.1368, -2.6775], [-5.7423, 0.0417, -3.6462], [-7.0598, 0.1064, -3.1217], [-7.0671, 0.2557, -1.7682], [-5.4933, 0.2274, -1.1191], [2.8772, 0.2396, -4.4258], [8.4225, 0.4474, -4.1976], [8.0259, -0.2135, -1.6918], [5.4808, -0.3958, -1.1367], [3.3893, -0.0815, -1.1218], [1.1680, 0.3641, -6.5508], [-1.2835, 0.3315, -6.4111], [-3.3446, 0.2684, -4.9957], [-2.8558, -0.0664, -0.7479], [-5.5267, -0.0612, -4.7000], [-7.9550, 0.0648, -3.7239], [-7.9210, 0.3454, -1.1163], [3.3823, 0.2978, -5.3831], [-0.5176, -4.0728, 0.2750], [-0.7754, -2.9107, 0.9781], [-0.1156, -2.4794, 2.0697], [-0.5455, -1.2424, 2.2781], [-1.4454, -0.9173, 1.3539], [-1.6218, -1.9754, 0.5262], [-0.0363, -3.8807, -1.0399], [0.1724, -4.8278, -1.9096], [0.6225, -4.1554, -3.0119], [0.7163, -2.9029, -2.7769], [0.2693, -2.6638, -1.5142], [-0.0124, -4.7756, 0.7944]],
  "nbo_charge": [2.2937, -0.5130, 0.6837, -0.8244, 0.6773, -0.5280, -0.8254, 0.4429, -0.4025, -0.2436, -0.2404, -0.1706, -0.1178, 0.1375, -0.5181, 0.2571, -0.1001, -0.1530, -0.1768, -0.0835, -0.0384, -0.0973, 0.1285, -0.5256, 0.1643, -0.2444, -0.2269, -0.2466, -0.4031, 0.4805, -0.0482, 0.2446, 0.2356, 0.2413, 0.2194, 0.2256, 0.2253, 0.2147, 0.2318, 0.2214, 0.2322, 0.2470, 0.2182, -0.5974, 0.3851, -0.2517, -0.0423, -0.2029, -0.3812, 0.4617, -0.3373, -0.0666, -0.1075, -0.5813, 0.4261]
}